(1)
7 unconnected molecules or ions with the total composition C28H56O21 at a distorted geometry. Source: OMol25; level of theory: ωB97M-V with the def2-TZVPD basis set.

```
105
Properties=species:S:1:pos:R:3:forces:R:3
O -19.599 10.100 6.241 -0.8 0.0 -2.5
O -9.773 19.506 -0.086 2.4 -1.1 -2.2
O -14.225 14.715 4.393 0.3 0.1 -0.5
O -20.115 18.119 2.435 -1.1 0.2 1.7
O -20.852 19.288 4.245 0.5 0.5 0.9
O -19.632 9.433 4.027 -1.9 1.9 0.2
O -23.243 11.278 12.376 0.4 -0.2 0.4
O -16.486 15.789 -2.120 -1.4 -2.2 -1.3
O -7.321 12.580 10.264 -1.1 1.9 -0.6
O -21.152 10.996 12.233 4.0 2.8 2.0
O -9.286 18.015 -1.779 0.4 1.2 1.1
O -17.509 14.742 -3.929 -0.3 0.5 1.1
O -22.202 17.966 3.228 -1.8 0.3 1.9
O -15.345 15.089 6.340 -0.4 1.2 -0.1
O -14.655 13.089 5.751 1.0 -0.6 -2.0
O -17.433 13.651 -2.018 0.2 1.2 -2.7
O -7.693 19.445 -1.214 -1.4 -2.0 -0.5
O -8.992 13.010 8.823 -0.3 -0.5 -1.3
O -21.178 10.795 4.701 1.0 -0.8 -0.3
O -22.392 9.803 10.826 0.2 1.9 1.9
O -8.542 14.530 10.219 -0.2 1.5 0.3
C -25.161 12.025 11.056 -0.2 -0.6 0.1
C -17.172 13.415 -0.681 -0.6 -0.5 2.6
C -14.788 14.390 5.544 -0.6 -0.3 1.1
C -7.050 20.526 -0.585 -1.2 1.1 1.3
C -8.179 13.341 9.804 1.4 -3.0 0.8
C -19.866 10.710 11.641 -0.6 -1.0 -0.5
C -22.236 10.637 11.744 -4.0 -3.1 -3.7
C -18.511 8.660 4.111 1.5 -2.1 1.0
C -17.084 14.849 -2.644 0.6 0.1 1.3
C -21.933 11.692 5.537 -0.1 -0.7 -0.3
C -17.128 15.812 -4.819 1.3 -0.6 -0.4
C -18.413 13.723 0.167 -0.3 2.2 0.3
C -15.323 12.420 6.771 -0.7 -0.3 2.1
C -20.076 10.119 5.102 -0.1 0.2 1.8
C -7.632 15.215 11.077 -0.1 0.0 1.2
C -14.545 12.526 8.089 0.3 0.0 -1.0
C -21.172 12.858 6.076 -0.5 -0.1 -0.1
C -10.647 17.518 -1.689 0.3 -0.2 -1.4
C -22.488 16.892 2.388 0.4 -0.8 -1.2
C -19.551 19.899 4.525 0.9 -0.2 0.2
C -14.510 15.980 3.781 -0.1 0.4 0.0
C -20.979 18.403 3.274 2.8 0.4 -2.6
C -10.745 16.509 -2.855 -0.6 -0.7 0.8
C -8.805 11.761 8.094 -0.4 -0.4 -0.2
C -18.766 19.075 5.541 -1.2 -1.4 0.2
C -9.045 12.028 6.631 0.2 0.7 -0.5
C -24.595 10.998 12.030 -0.6 0.3 -0.8
C -8.994 19.031 -0.932 -0.3 1.3 1.2
H -17.030 12.367 -0.416 0.5 -0.4 -1.3
H -16.262 13.908 -0.340 -0.2 0.4 0.0
H -16.329 12.784 6.981 -0.1 0.4 -0.6
H -22.724 17.302 1.407 0.3 -0.3 -0.2
H -21.604 16.254 2.402 -0.1 -0.1 -0.6
H -20.609 12.527 6.949 0.3 0.5 -0.2
H -25.227 11.023 12.918 0.5 0.0 0.4
H -25.328 13.010 11.491 0.3 0.0 0.0
H -10.848 17.105 -0.700 0.2 -0.2 -0.1
H -14.101 16.848 4.298 0.2 -0.3 0.4
H -23.345 16.287 2.686 0.0 0.5 0.7
H -13.555 12.127 7.872 0.1 -0.2 0.4
H -18.647 7.828 4.802 -0.3 -0.1 0.2
H -15.422 11.383 6.451 0.2 0.1 -0.1
H -26.134 11.594 10.817 -0.2 0.3 -0.3
H -17.625 9.150 4.515 0.0 0.5 -0.5
H -24.585 12.063 10.131 0.1 0.2 0.1
H -24.734 10.018 11.574 0.6 -0.1 0.1
H -19.390 13.387 -0.181 0.4 -0.7 -0.5
H -18.551 14.804 0.157 0.0 0.3 0.0
H -18.908 19.912 3.644 -0.6 0.4 -0.4
H -11.643 15.902 -2.733 -0.4 0.3 0.0
H -18.364 13.509 1.235 0.5 -0.5 -0.1
H -22.710 12.010 4.842 0.0 0.0 0.1
H -15.036 11.980 8.895 0.1 0.0 -0.1
H -19.394 18.863 6.406 0.0 0.2 0.2
H -22.419 11.163 6.357 0.1 -0.3 0.0
H -18.648 18.100 5.066 0.4 -0.2 0.1
H -8.273 12.706 6.269 -0.2 0.3 -0.1
H -15.582 16.155 3.686 0.0 -0.3 0.0
H -19.751 9.653 11.884 0.8 0.1 -0.3
H -6.806 20.360 0.464 -0.1 -0.6 0.1
H -19.844 10.868 10.563 -0.6 -0.3 -0.1
H -19.076 11.366 12.006 -0.5 -0.1 0.8
H -10.032 12.455 6.451 0.1 0.2 0.1
H -6.831 15.657 10.484 0.3 -0.6 0.3
H -9.568 11.057 8.425 0.1 0.0 0.5
H -14.419 13.580 8.339 -0.2 -0.1 0.2
H -7.821 11.308 8.212 0.0 0.4 0.5
H -17.139 16.808 -4.378 -0.1 -0.3 0.1
H -8.064 16.028 11.660 -1.0 0.3 -0.9
H -18.370 8.172 3.147 0.2 0.5 -0.1
H -6.118 20.825 -1.065 -0.4 -0.4 -0.6
H -9.989 15.724 -2.823 0.5 0.4 0.1
H -20.599 13.334 5.281 0.3 0.0 0.3
H -14.048 15.951 2.794 -0.1 -0.2 0.1
H -11.333 18.350 -1.849 0.0 0.0 0.1
H -17.796 19.388 5.926 -0.1 0.6 -0.5
H -16.126 15.522 -5.137 0.4 0.6 0.2
H -21.981 13.537 6.345 0.3 0.4 0.4
H -19.747 20.895 4.921 -0.3 -0.1 -0.4
H -7.782 21.333 -0.556 0.3 0.5 -0.2
H -10.790 16.926 -3.861 0.2 0.3 0.3
H -8.965 11.161 5.975 0.0 -0.4 0.5
H -7.418 14.567 11.927 1.1 -0.4 -0.5
H -17.646 15.764 -5.777 -0.9 -0.2 0.6
```
Positions in Å, forces in eV/Å.

## Properties
Total charge: 0
Energy relative to the best compared isomer or geometry (same formula, charge and spin), kcal/mol: 89.5
Frontier orbital gap, eV: 10.699
2S+1: 1
SMILES: CCOC(=O)OC.CCOC(=O)OC.CCOC(=O)OC.CCOC(=O)OC.CCOC(=O)OC.CCOC(=O)OC.CCOC(=O)OC

(2)
A molecular structure, C25H18F3MoN5O8S. Source: OMol25; level of theory: ωB97M-V with the def2-TZVPD basis set.

```
61
Properties=species:S:1:pos:R:3:forces:R:3
Mo -0.376 1.357 0.317 0.8 0.0 -0.5
S 3.071 1.795 0.677 0.2 0.0 -0.1
F 1.101 2.151 -2.171 0.0 0.0 0.0
F 0.286 3.833 -1.068 0.0 0.0 0.0
F -1.015 2.581 -2.254 0.0 0.0 -0.1
O -0.443 -0.014 -1.330 -0.3 0.1 0.1
O -2.938 -2.374 5.726 0.0 -0.1 0.0
O 2.673 3.157 0.506 0.0 0.0 0.1
O -3.189 3.649 1.732 -0.3 0.1 0.1
O -2.259 0.588 -0.335 -0.3 0.0 -0.2
O -5.025 -1.957 5.400 -0.1 -0.1 0.0
O 3.633 1.329 1.912 0.0 0.1 0.0
O -1.254 2.608 1.333 -0.4 -0.2 0.5
N 6.647 0.281 -3.771 0.0 0.0 0.0
N -3.846 -1.733 5.243 0.1 0.4 -0.1
N 0.217 -0.559 1.074 -0.2 -0.1 0.2
N 2.469 -1.298 0.945 -0.1 0.0 0.0
N 1.678 0.933 0.444 -0.3 -0.2 0.4
C -2.803 1.568 2.839 -0.1 0.1 0.0
C -4.146 1.264 3.037 0.0 -0.1 0.1
C -4.496 0.180 3.825 0.0 0.2 -0.1
C -2.463 -0.965 -2.173 0.0 0.0 0.0
C -1.772 -1.641 -3.176 -0.1 0.0 0.0
C 0.060 2.545 -1.412 -0.1 0.1 0.0
C 5.838 0.660 -2.711 0.1 0.0 -0.1
C 4.965 1.744 -2.841 0.0 0.0 0.0
C 4.148 1.358 -0.620 0.1 0.0 -0.2
C -2.139 -0.255 4.257 0.0 0.2 -0.1
C -3.842 -1.095 -2.049 0.0 0.0 0.0
C 5.017 0.282 -0.475 0.0 0.0 0.0
C -3.479 -0.551 4.404 -0.1 -0.5 0.3
C -0.223 -1.785 1.349 0.0 -0.1 0.1
C -3.847 -2.591 -3.926 0.0 0.0 -0.1
C 2.025 -2.499 1.283 0.0 -0.1 0.0
C 4.128 2.092 -1.802 0.0 0.0 0.0
C -1.709 -0.101 -1.248 0.1 0.0 -0.2
C 5.856 -0.064 -1.516 0.0 0.0 0.1
C 1.532 -0.361 0.855 0.3 0.3 -0.1
C -2.470 -2.455 -4.054 0.0 0.0 0.0
C -2.490 2.719 1.948 0.6 0.0 -0.4
C 0.679 -2.815 1.492 0.0 0.1 0.0
C -1.802 0.824 3.454 0.0 -0.1 0.1
C -4.533 -1.913 -2.928 0.0 0.0 0.0
H -4.389 -3.228 -4.614 0.0 0.0 0.0
H -0.702 -1.515 -3.262 0.0 0.0 0.0
H 6.537 -0.900 -1.409 0.0 0.0 0.0
H 7.457 -0.270 -3.542 0.0 0.0 0.0
H 3.462 2.938 -1.893 0.0 0.0 0.0
H 0.360 -3.813 1.746 0.0 0.0 0.0
H -0.762 1.093 3.340 0.0 0.0 0.0
H -4.903 1.871 2.560 0.0 0.0 0.0
H 2.783 -3.268 1.384 0.0 0.0 0.0
H -1.391 -0.849 4.760 0.0 0.0 0.0
H 5.028 -0.270 0.454 0.0 0.0 0.0
H -1.941 -2.980 -4.838 0.0 0.0 0.0
H -5.607 -2.018 -2.841 0.0 0.0 0.0
H -1.291 -1.913 1.475 0.0 0.0 0.0
H 6.827 0.984 -4.467 0.0 0.0 0.0
H -5.526 -0.101 3.987 0.0 0.0 0.0
H 4.950 2.313 -3.763 0.0 0.0 0.0
H -4.357 -0.549 -1.269 0.0 0.0 0.0
```
Positions in Å, forces in eV/Å.

## Properties
Total charge: 0
Energy relative to the best compared isomer or geometry (same formula, charge and spin), kcal/mol: 0.0
Frontier orbital gap (alpha / beta), eV: 7.045 / 7.041
2S+1: 1

(3)
A gas-phase ion, C14H36NO3P2 (charge -1). Source: OMol25; level of theory: ωB97M-V with the def2-TZVPD basis set.

```
56
Properties=species:S:1:pos:R:3:forces:R:3
P 0.902 -3.967 -0.972 0.0 -0.1 0.0
P 0.187 -2.341 0.551 -0.1 0.0 0.2
O 2.376 -4.405 -0.381 0.0 -0.1 -0.1
O 0.083 -5.331 -0.526 0.0 0.0 -0.1
O 1.724 -1.524 0.174 0.2 0.1 -0.1
N 0.899 -3.735 -2.521 0.1 0.1 0.1
C 3.100 1.450 0.931 -0.1 -0.1 0.0
C 1.639 0.828 2.938 0.0 -0.1 0.1
C -1.889 -2.059 -1.389 0.0 0.1 0.0
C -3.349 1.060 -0.527 0.2 -0.1 -0.1
C 2.011 0.521 1.483 0.0 0.2 -0.1
C -2.376 0.184 -2.740 0.1 -0.1 0.1
C -4.245 2.119 0.110 0.0 0.0 0.0
C 2.782 2.952 0.853 0.0 0.0 -0.1
C -3.359 1.127 -2.052 -0.1 0.0 0.1
C 1.417 3.207 0.210 0.0 0.0 0.0
C 2.409 -0.955 1.249 -0.1 -0.1 0.1
C -0.673 -1.361 -0.804 0.0 0.1 0.0
C 2.902 3.695 2.192 0.0 0.0 0.0
C -2.674 -1.308 -2.502 0.0 0.0 -0.1
H 1.323 2.675 -0.739 0.0 0.0 0.0
H -1.537 -2.997 -1.827 -0.1 0.0 0.1
H -3.747 -1.392 -2.293 0.0 -0.1 -0.1
H -2.517 -1.844 -3.441 0.1 0.0 0.0
H -1.012 -3.137 0.852 0.0 0.0 -0.1
H 1.270 4.274 0.018 0.0 0.0 0.0
H 0.071 -1.162 -1.578 0.0 0.0 0.0
H -0.943 -0.411 -0.328 0.1 0.0 -0.1
H -2.317 1.176 -0.181 -0.1 0.1 0.1
H 2.230 -1.541 2.169 0.0 0.0 -0.1
H 0.932 -3.130 1.528 -0.1 0.0 -0.1
H -2.577 -2.326 -0.580 0.0 0.1 0.0
H -3.746 3.090 0.145 0.0 0.0 -0.1
H -1.359 0.417 -2.412 0.0 0.0 -0.1
H 0.607 2.873 0.862 0.0 0.0 0.0
H 3.484 -1.021 1.032 0.0 0.0 0.1
H 3.621 3.212 2.857 0.0 0.0 0.0
H -4.375 0.889 -2.399 0.0 0.1 0.0
H -2.407 0.387 -3.814 0.0 0.0 0.0
H 0.911 1.639 3.016 0.1 0.0 0.0
H -0.567 -5.071 0.139 0.0 0.0 0.1
H 3.528 3.387 0.179 0.1 -0.1 0.1
H -5.167 2.244 -0.466 0.0 0.0 0.0
H 4.016 1.304 1.521 0.0 0.0 0.0
H 2.843 -3.585 -0.182 0.0 0.2 0.0
H 1.120 0.658 0.865 0.0 -0.1 0.1
H 3.234 4.726 2.042 -0.1 0.0 0.0
H -3.651 0.059 -0.202 0.0 0.0 0.0
H -3.166 2.162 -2.361 0.0 0.0 0.0
H 3.328 1.100 -0.082 0.0 0.0 0.0
H -0.142 -1.368 1.593 0.0 0.0 0.0
H 1.196 -0.052 3.408 -0.1 0.0 0.0
H 1.946 3.737 2.719 0.0 -0.1 0.0
H -4.525 1.854 1.131 0.0 0.0 0.0
H 2.510 1.119 3.534 0.0 -0.1 0.0
H 1.730 -4.066 -2.997 -0.1 -0.1 0.0
```
Positions in Å, forces in eV/Å.

## Properties
Total charge: -1
Energy relative to the best compared isomer or geometry (same formula, charge and spin), kcal/mol: 0.0
Frontier orbital gap, eV: 6.717
2S+1: 1